Record 1
The following is a quantum chemistry calculation of a single C3H6ClNO3S2 molecule in a non-equilibrium geometry, from OMol25.

```
16
Properties=species:S:1:pos:R:3:forces:R:3
C 0.423 0.556 -1.239 0.294 -1.646 -0.520
C -0.368 -0.305 -0.230 -2.786 -0.303 -2.116
C 0.551 0.399 1.789 2.332 -1.733 1.437
N 1.349 1.381 -0.534 0.598 0.972 -2.065
O 4.736 -1.786 0.279 -1.808 2.059 -1.342
O 2.758 -0.458 0.762 0.378 -0.951 0.202
O -0.572 0.296 1.037 -0.773 0.796 -0.242
S 1.962 1.049 0.766 -0.217 0.780 2.068
S 3.869 -0.748 -0.337 2.640 -1.997 0.994
Cl 4.996 1.095 -0.224 -0.348 -0.478 0.026
H 0.950 -0.168 -2.046 -1.004 1.600 1.776
H -0.196 1.250 -1.784 -0.439 -0.080 -0.301
H -1.468 -0.432 -0.671 2.373 -0.047 1.043
H 0.104 -1.279 -0.141 -0.007 -0.282 0.300
H 0.594 1.117 2.601 -1.162 0.662 -0.131
H 0.817 -0.552 2.361 -0.073 0.648 -1.130
```
Forces are in eV/Å.

HOMO = -0.344 Eh
molar mass = 203.672 g mol⁻¹
LUMO level = -0.307 eV
Kohn-Sham gap = 9.05 eV
2S+1 = 1

Just the Mulliken charges please, in e? Sure, here they are: -0.31, -0.44, -0.35, -0.29, -0.46, -0.27, -0.34, 0.25, 0.70, -0.25, 0.18, 0.34, 0.26, 0.34, 0.37, 0.28

=====

Record 2
The following is a quantum chemistry calculation of C3H6ClNS as an isolated structure in a non-equilibrium geometry, from OMol25.

```
12
Properties=species:S:1:pos:R:3:forces:R:3
C -0.479 1.042 0.126 -1.083 -0.496 -0.460
C 1.769 0.362 -0.085 2.369 -1.437 0.766
C -1.791 -1.848 -0.116 1.107 -0.734 2.909
N 0.755 1.371 0.084 1.866 0.684 -0.132
S -1.909 1.667 0.049 -0.407 1.501 0.290
Cl -3.039 -0.826 0.265 -0.872 -0.814 -0.292
H 1.601 -0.571 0.515 -0.447 1.009 -0.284
H 1.946 -0.085 -1.144 -0.211 1.553 1.523
H 2.676 0.832 0.436 -0.644 -0.933 -1.434
H -1.279 -2.324 0.779 -0.705 0.692 -1.474
H -1.404 -1.960 -1.084 0.070 0.049 -1.108
H 1.153 2.341 0.174 -1.043 -1.075 -0.304
```
Forces are in eV/Å.

HOMO (alpha / beta) = -0.283 / -0.260 Eh
molar mass = 123.608 g mol⁻¹
LUMO level (alpha / beta) = -0.240 / 0.372 eV
Kohn-Sham gap (alpha / beta) = 7.46 / 7.46 eV
2S+1 = 1

Just the Mulliken charges please, in e? Sure, here they are: 0.11, -0.76, -0.57, -0.10, -0.36, -0.08, 0.26, 0.22, 0.33, 0.27, 0.36, 0.30

=====

Record 3
The following is a quantum chemistry calculation of C3H6CrO3 as an isolated structure in a non-equilibrium geometry, from OMol25.

```
13
Properties=species:S:1:pos:R:3:forces:R:3
O 1.824 2.670 0.128 1.474 -1.272 0.072
C 0.490 2.572 0.079 -1.826 -0.280 -0.766
C -0.115 1.390 -0.176 0.198 0.780 0.781
O 0.650 0.248 -0.109 2.204 1.466 -0.865
C -0.403 -1.497 0.136 -2.440 -4.751 0.149
Cr 2.526 0.910 -0.267 -2.304 0.902 0.541
H -0.112 3.486 0.178 0.476 -0.231 -0.123
H -1.194 1.293 -0.348 0.488 -0.139 0.176
H 0.544 -2.034 -0.021 -0.415 0.833 0.353
H -0.692 -1.136 1.133 0.429 0.151 -0.994
H -0.956 -1.273 -0.790 0.507 0.532 0.918
O -1.357 -3.049 0.422 1.151 2.023 -0.089
H -1.204 -3.579 -0.364 0.057 -0.014 -0.154
```
Forces are in eV/Å.

HOMO (alpha / beta) = -0.273 / -0.278 Eh
molar mass = 142.074 g mol⁻¹
LUMO level (alpha / beta) = -1.906 / -1.977 eV
Kohn-Sham gap (alpha / beta) = 5.53 / 5.60 eV
2S+1 = 5

Just the Mulliken charges please, in e? Sure, here they are: -0.81, 0.37, -0.39, -0.75, -0.35, 1.11, 0.33, 0.31, 0.14, 0.25, 0.24, -0.68, 0.24

=====

Record 4
The following is a quantum chemistry calculation of C3H6CsO4 as an isolated structure in a non-equilibrium geometry, from OMol25.

```
14
Properties=species:S:1:pos:R:3:forces:R:3
O -1.159 0.617 0.107 -0.382 1.024 -0.577
C -0.095 -0.091 0.433 -1.057 -2.748 3.997
C -1.667 0.197 -1.168 0.073 0.323 -0.147
O 0.225 -0.287 1.608 0.569 1.469 -2.203
O 0.263 -0.932 -0.524 0.620 -0.068 -1.050
C -0.607 -0.796 -1.658 0.208 0.061 -0.174
Cs 1.867 -3.324 4.344 -0.031 0.054 -0.055
H -1.755 1.084 -1.803 -0.075 -0.266 0.088
H -2.646 -0.266 -1.014 0.193 0.150 0.001
H -0.016 -0.421 -2.501 -0.195 -0.099 0.123
H -1.022 -1.781 -1.891 0.154 0.205 0.030
O 2.127 2.373 1.193 -1.313 -1.397 1.572
H 1.594 1.809 1.858 1.159 1.288 -1.584
H 2.892 1.817 1.016 0.077 0.005 -0.022
```
Forces are in eV/Å.

HOMO (alpha / beta) = -0.123 / -0.411 Eh
molar mass = 238.982 g mol⁻¹
LUMO level (alpha / beta) = 0.169 / 0.291 eV
Kohn-Sham gap (alpha / beta) = 3.51 / 11.46 eV
2S+1 = 2

Just the Mulliken charges please, in e? Sure, here they are: -0.32, 0.69, -0.22, -0.56, -0.30, -0.23, -0.02, 0.26, 0.24, 0.26, 0.24, -0.65, 0.33, 0.31

=====

Look up the molar mass of the fourth one. 238.982 g mol⁻¹

=====

Copy entry 3 word for word.
The following is a quantum chemistry calculation of C3H6CrO3 as an isolated structure in a non-equilibrium geometry, from OMol25.

```
13
Properties=species:S:1:pos:R:3:forces:R:3
O 1.824 2.670 0.128 1.474 -1.272 0.072
C 0.490 2.572 0.079 -1.826 -0.280 -0.766
C -0.115 1.390 -0.176 0.198 0.780 0.781
O 0.650 0.248 -0.109 2.204 1.466 -0.865
C -0.403 -1.497 0.136 -2.440 -4.751 0.149
Cr 2.526 0.910 -0.267 -2.304 0.902 0.541
H -0.112 3.486 0.178 0.476 -0.231 -0.123
H -1.194 1.293 -0.348 0.488 -0.139 0.176
H 0.544 -2.034 -0.021 -0.415 0.833 0.353
H -0.692 -1.136 1.133 0.429 0.151 -0.994
H -0.956 -1.273 -0.790 0.507 0.532 0.918
O -1.357 -3.049 0.422 1.151 2.023 -0.089
H -1.204 -3.579 -0.364 0.057 -0.014 -0.154
```
Forces are in eV/Å.

HOMO (alpha / beta) = -0.273 / -0.278 Eh
molar mass = 142.074 g mol⁻¹
LUMO level (alpha / beta) = -1.906 / -1.977 eV
Kohn-Sham gap (alpha / beta) = 5.53 / 5.60 eV
2S+1 = 5

Just the Mulliken charges please, in e? Sure, here they are: -0.81, 0.37, -0.39, -0.75, -0.35, 1.11, 0.33, 0.31, 0.14, 0.25, 0.24, -0.68, 0.24

=====

2S+1 of number 2 (C3H6ClNS)? 1

=====

Among the records above, which one has the highest molar mass? C3H6CsO4